(1)
10
Properties=species:S:1:pos:R:3:forces:R:3 method="wB97M-V/def2-TZVPD" total_energy_ev=-6727.210 charge=0 smiles="N=C1COC1" de_lowest_kj_mol=227.9 gap_ha=0.411
C -0.0187 -1.0094 -0.2127 -0.1 0.1 0.0
O -0.1067 -0.2645 -1.4324 -0.3 0.0 -0.8
C -0.3614 0.9853 -0.7724 -0.1 0.3 -0.2
C 0.0360 0.3613 0.5236 0.1 -0.8 -0.4
N 0.4080 0.6589 1.6890 -0.1 -0.7 -1.0
H 0.8204 -1.7362 -0.2280 -0.1 0.7 0.3
H -0.9328 -1.5969 0.0006 0.1 0.4 -0.1
H 0.6216 -0.3256 1.8390 0.6 0.0 2.3
H -1.4238 1.2523 -0.7915 0.1 0.1 -0.1
H 0.2563 1.8009 -1.1561 -0.1 -0.1 0.0

---

(2)
116
Properties=species:S:1:pos:R:3:forces:R:3 method="wB97M-V/def2-TZVPD" multiplicity=2 total_energy_ev=-146734.259 charge=-1 de_lowest_kj_mol=211.0 gap_ha="0.222 / 0.198" s_squared=0.760
Na -0.7243 -0.8723 -1.2659 -0.2 -0.2 -0.3
C -4.0351 -3.1685 0.5428 0.0 0.0 0.0
C -2.6935 -2.8312 0.3027 -0.1 0.0 0.0
N -2.5728 -1.5580 -0.0296 0.0 0.0 0.2
N -3.8170 -1.0359 -0.0029 0.1 -0.1 -0.2
C -4.7151 -1.9920 0.3240 0.0 0.1 0.1
B -4.1192 0.4055 -0.4799 -0.1 -0.1 0.1
N -3.7070 0.6194 -1.9514 0.1 0.0 0.0
C -4.4212 0.7434 -3.0917 -0.1 0.1 0.0
C -3.5392 0.8455 -4.1437 0.0 -0.1 0.0
C -2.2779 0.7488 -3.5424 0.0 0.0 0.0
N -2.3808 0.6145 -2.2291 0.1 0.1 0.0
N -3.3951 1.4459 0.4167 0.2 0.0 -0.1
C -3.5769 2.7798 0.3300 0.0 0.0 -0.1
C -2.8411 3.3788 1.3286 0.0 0.0 0.0
C -2.2370 2.2952 1.9912 0.1 0.0 0.0
N -2.5654 1.1395 1.4304 -0.1 0.0 0.1
N -5.6329 0.6509 -0.2342 0.0 0.1 0.0
C -6.1432 0.8629 1.0001 0.0 0.1 0.0
C -7.5120 0.9321 0.8932 0.0 0.0 0.0
C -7.7499 0.7450 -0.4804 0.0 0.0 0.0
N -6.6215 0.5726 -1.1496 0.0 -0.1 0.1
H -4.4470 -4.1247 0.8178 0.0 0.0 0.0
H -1.8211 -3.4679 0.3258 0.0 0.0 0.0
H -5.7684 -1.7692 0.3780 0.0 0.0 0.0
H -5.4959 0.7448 -3.0590 0.0 0.0 0.0
H -3.7745 0.9308 -5.1913 0.0 0.0 0.0
H -1.3054 0.7085 -4.0112 0.0 0.0 0.0
H -4.2269 3.1987 -0.4233 0.0 0.0 0.0
H -2.7647 4.4303 1.5509 0.0 0.0 0.0
H -1.5689 2.3019 2.8418 0.0 0.0 0.0
H -5.4913 0.9466 1.8560 0.0 0.0 0.0
H -8.2257 1.0958 1.6828 0.0 0.0 0.0
H -8.6899 0.7304 -1.0113 0.0 0.0 0.0
C -0.2490 -1.1444 8.0809 0.0 0.0 0.0
C 0.4024 -1.0616 6.7270 0.0 0.0 0.0
C -0.3456 -1.1077 5.5632 0.0 0.0 0.0
C 0.2342 -1.0096 4.2989 0.0 0.0 0.0
C -0.6565 -1.2040 3.1018 0.0 -0.1 -0.1
C 1.6191 -0.8067 4.2021 0.2 0.1 0.1
As 2.4570 -0.7108 2.4281 -0.1 0.0 -0.1
N 1.2768 0.4930 1.5847 0.0 0.1 0.0
C 1.4975 0.8298 0.3749 -0.1 0.1 0.1
C 0.5825 1.7805 -0.2843 0.0 -0.1 0.0
C 0.7290 2.1075 -1.5702 0.0 0.1 0.1
C 1.8693 1.6220 -2.3768 0.1 -0.1 -0.1
C 3.0447 1.0570 -1.6933 0.2 0.3 0.3
C 2.5284 0.2264 -0.5463 0.0 -0.2 0.0
C 3.8783 0.6451 2.6313 0.0 0.0 0.2
C 5.1516 0.3021 2.1628 0.0 0.0 0.1
C 5.4982 -1.0709 1.6386 0.1 0.0 0.0
C 6.1854 1.2369 2.2257 0.0 0.0 0.0
C 5.9909 2.5027 2.7475 0.0 0.0 0.0
C 7.1084 3.5087 2.8028 0.0 0.0 0.0
C 4.7225 2.8279 3.2135 0.0 0.0 0.0
C 3.6606 1.9328 3.1681 0.1 -0.1 0.0
C 2.3504 2.3945 3.7550 0.0 0.0 0.0
C 2.4074 -0.8713 5.3673 -0.1 0.1 0.0
C 3.9177 -0.8786 5.3684 0.0 0.0 -0.1
C 1.7821 -0.9777 6.6050 0.0 0.0 0.0
H -1.3138 -1.3597 7.9914 0.0 0.0 0.0
H -0.1425 -0.2034 8.6257 0.0 0.0 0.0
H 0.2055 -1.9274 8.6914 0.0 0.0 0.0
H -1.4203 -1.2482 5.6256 0.0 0.0 0.0
H -1.6282 -1.5898 3.4088 0.0 0.0 0.0
H -0.2273 -1.9293 2.4033 0.0 0.0 0.0
H -0.8217 -0.2944 2.5338 -0.1 0.1 0.0
H -0.2408 2.1570 0.3046 -0.1 0.0 0.0
H 0.0043 2.7540 -2.0519 0.0 0.0 0.0
H 2.0925 2.1796 -3.2777 0.0 0.1 0.0
H 4.0704 1.3414 -1.8814 0.0 0.0 0.0
H 3.3078 -0.3068 -0.0046 0.0 0.0 0.0
H 4.6756 -1.5560 1.1178 0.0 0.0 0.0
H 5.7792 -1.7352 2.4615 0.0 0.0 0.0
H 6.3506 -1.0137 0.9610 0.0 0.0 0.0
H 7.1668 0.9587 1.8534 0.0 0.0 0.0
H 8.0403 3.0851 2.4280 0.0 0.0 0.0
H 7.2799 3.8514 3.8252 0.0 0.0 0.0
H 6.8723 4.3886 2.2007 0.0 0.0 0.0
H 4.5493 3.8172 3.6274 0.0 0.0 0.0
H 2.3128 3.4850 3.7610 0.0 0.0 0.0
H 2.2529 2.0509 4.7875 0.0 0.0 0.0
H 1.4914 2.0215 3.2051 0.0 0.0 0.0
H 4.3264 -1.4737 4.5495 0.0 0.0 0.0
H 4.2753 -1.3177 6.3010 0.0 0.0 0.0
H 4.3424 0.1207 5.2824 0.0 0.1 0.0
H 2.3996 -1.0153 7.4984 0.0 0.0 0.0
N 1.8326 -0.6929 -1.5056 0.4 0.3 -0.1
C 2.0918 0.1050 -2.6165 -0.7 -0.4 -0.1
N 2.1512 -0.4223 -3.8730 0.4 0.2 0.0
C 2.9826 -1.5777 -4.1583 -0.1 -0.1 0.0
C 4.1113 -1.1523 -5.0822 0.0 0.0 0.0
O 3.6112 -0.5502 -6.2688 0.0 0.0 0.0
C 2.7924 0.5748 -5.9880 0.0 0.0 0.0
C 1.6372 0.1971 -5.0751 -0.1 -0.1 0.0
H 2.3622 -2.3422 -4.6368 0.0 0.0 0.0
H 3.3610 -1.9920 -3.2240 0.0 0.0 0.0
H 4.7075 -2.0073 -5.4026 0.0 0.0 0.0
H 4.7685 -0.4391 -4.5596 0.0 0.0 0.0
H 2.4328 0.9410 -6.9498 0.0 0.0 0.0
H 3.4042 1.3618 -5.5172 0.0 0.0 0.0
H 0.9826 -0.5308 -5.5670 0.0 0.0 0.0
H 1.0233 1.0625 -4.8269 0.0 0.0 0.0
C -3.9600 -2.5011 -7.2374 0.0 0.0 0.0
C -3.6424 -2.5679 -5.7671 0.0 0.0 0.0
C -4.6517 -2.7112 -4.8224 0.0 0.0 0.1
C -4.2396 -2.7175 -3.5001 0.0 0.0 0.0
N -2.9728 -2.6149 -3.1310 0.0 0.1 0.0
C -2.0477 -2.4821 -4.1087 0.0 -0.2 0.0
S -0.3806 -2.3675 -3.6603 -0.1 0.1 0.1
N -2.3656 -2.4580 -5.4271 0.0 0.1 0.0
H -4.7376 -3.2173 -7.5104 0.0 0.0 0.0
H -3.0595 -2.6977 -7.8159 0.0 0.0 0.0
H -4.3249 -1.5036 -7.4975 0.0 0.0 0.0
H -5.6946 -2.7932 -5.0993 0.0 0.0 0.0
H -4.9623 -2.8151 -2.6927 0.0 0.0 0.0

---

(3)
23
Properties=species:S:1:pos:R:3:forces:R:3 method="wB97M-V/def2-TZVPD" multiplicity=7 total_energy_ev=-34989.719 charge=+2 de_lowest_kj_mol=16.3 gap_ha="0.311 / 0.312" s_squared=12.707
C 2.9313 1.2162 -0.0419 1.0 0.2 0.4
O 1.7243 0.5357 -0.3718 -0.2 -0.2 -0.1
C 1.5337 -0.7146 0.2846 0.0 -0.6 0.5
C 0.3386 -1.3663 -0.3765 -1.0 -1.2 1.5
O -0.2231 -2.3576 0.4084 0.7 0.5 -0.1
C -1.5770 -2.4669 -0.0134 -0.5 -0.3 0.0
C -2.0423 -1.0175 -0.0878 -0.5 -0.1 1.1
O -0.8124 -0.3298 -0.3457 1.8 -0.4 -1.7
H 2.8819 2.2063 -0.5067 0.1 -0.1 0.1
H 3.0104 1.3188 1.0491 0.1 0.0 -0.3
H 3.7845 0.6557 -0.4465 -0.2 0.2 0.1
H 1.3266 -0.5415 1.3510 0.2 -0.2 -0.2
H 2.4307 -1.3266 0.1202 -0.3 0.0 0.3
H 0.6162 -1.8133 -1.3474 -0.7 0.9 -0.4
H -2.1276 -3.0379 0.7399 0.2 0.0 -0.3
H -1.6327 -2.9269 -1.0125 0.0 -0.1 0.3
H -2.3475 -0.5916 0.8754 -0.3 -0.5 -0.2
H -2.8141 -0.8430 -0.8441 0.4 0.1 0.0
Tb -0.0700 1.5552 -1.1891 -0.8 1.5 -1.1
C -1.5649 2.7752 0.2698 -1.0 1.5 1.3
H -1.3656 2.5876 1.3381 0.1 -0.5 -0.5
H -1.3697 3.8506 0.1202 0.4 -0.3 -0.4
H -2.6313 2.6321 0.0267 0.5 -0.5 -0.2

---

(4)
25
Properties=species:S:1:pos:R:3:forces:R:3 method="wB97M-V/def2-TZVPD" total_energy_ev=-15771.822 charge=+1 de_lowest_kj_mol=116.3 gap_ha=0.325
B -0.6050 1.5878 1.4394 0.2 0.1 1.7
C -0.4291 0.9090 -2.2207 -1.0 -0.5 -1.1
C -0.4149 -0.5563 -2.2512 1.7 -0.4 0.5
C -0.0870 1.6460 -1.1657 0.5 1.1 -0.3
C -0.4916 -1.2835 -1.1463 -0.1 -3.3 0.7
C 0.3226 1.1152 0.1366 -0.6 -1.2 0.9
C -0.3636 -2.8400 -1.0839 0.2 -0.9 -0.6
C 2.3302 0.2166 1.2891 0.0 -1.8 1.3
N -0.8029 -0.7389 0.1151 0.8 1.2 1.5
O 0.1247 2.1635 2.4271 1.1 -0.2 -1.3
O -1.9300 1.3418 1.6041 2.8 -1.1 -3.8
O 1.5685 0.7098 0.1433 -0.8 0.6 0.8
H -0.8202 1.2758 -3.1833 0.7 0.7 0.7
H 0.1071 -1.1073 -3.0623 -1.1 0.7 0.0
H 0.1092 2.7425 -1.1881 -0.6 -0.8 -0.3
H 0.0581 -3.3589 -2.0368 -1.0 1.3 1.4
H -1.4087 -3.2745 -0.8432 1.7 0.6 -0.4
H 0.3591 -3.2121 -0.2936 -0.9 0.8 -0.5
H 2.8947 -0.6524 0.7891 -0.5 1.6 1.2
H 1.7623 -0.2051 2.2275 0.3 0.7 -2.2
H 2.9398 1.0167 1.7543 -0.1 -0.4 -1.0
H -1.6913 -0.2962 0.2732 -0.5 0.1 -0.3
H -0.5366 -1.2234 1.0055 -0.3 0.0 -1.6
H -0.3342 2.5831 3.1369 -0.6 0.3 0.8
H -2.6613 1.4408 2.1341 -1.9 0.8 2.2

---

(5)
9
Properties=species:S:1:pos:R:3:forces:R:3 method="wB97M-V/def2-TZVPD" total_energy_ev=-6701.658 charge=+1 de_lowest_kj_mol=290.6 gap_ha=0.278
C -0.2051 0.0368 -0.1733 -0.1 0.1 -0.2
C 2.2770 0.3500 0.1192 0.2 0.4 -4.8
C -3.5958 -0.6190 0.0396 2.9 5.5 -0.9
N 0.9286 0.2666 -0.1262 -3.4 -0.5 0.3
O -3.1974 0.4485 -0.0211 -2.3 -4.8 0.6
H 2.4270 -0.0615 1.0293 1.4 -1.5 2.6
H 2.4888 1.3794 0.0639 0.9 1.2 0.3
H 2.6479 -0.1270 -0.8446 0.8 0.2 1.8
H -3.7710 -1.6738 -0.0867 -0.5 -0.6 0.3

---

(6)
25
Properties=species:S:1:pos:R:3:forces:R:3 method="wB97M-V/def2-TZVPD" total_energy_ev=-16496.762 charge=+1 de_lowest_kj_mol=390.0 gap_ha="0.282 / 0.282"
C -0.6770 0.3607 1.5634 -0.2 0.1 2.3
C -1.9356 0.3911 1.1503 3.2 0.7 -1.1
C 0.2262 -2.4690 0.5504 -0.2 1.9 0.2
C 1.3413 -1.6370 0.3339 -0.8 1.6 -0.6
C -0.9558 -2.1448 0.0271 -3.2 -0.5 -1.2
C 0.3532 0.7649 0.6706 3.0 -0.3 -2.7
C -2.2595 0.7296 -0.2340 0.5 -0.4 -0.2
C 1.9049 2.0077 -0.4052 2.8 -1.6 0.9
C -1.4144 -0.0976 -1.2558 -2.2 1.3 -0.2
C 1.2158 -0.2781 0.0310 1.7 -2.2 1.1
N -1.0442 -1.2660 -0.9709 -0.2 2.3 -2.4
N 0.7792 1.9381 0.3918 -2.0 0.9 0.5
N -3.2148 1.5304 -0.4312 0.3 -0.5 0.1
N 2.3462 0.4712 -0.5592 0.7 1.0 -0.1
H -0.2233 0.0888 2.5830 -1.4 0.3 -1.4
H -2.7120 0.1974 1.7313 -3.3 -0.9 2.8
H 0.2251 -3.3273 1.0904 0.6 -2.4 1.6
H 2.2411 -2.1978 0.3235 1.3 0.1 -0.3
H -1.9647 -2.7070 0.1024 2.1 0.4 0.3
H 1.9330 2.3124 -1.4614 -0.8 0.8 0.7
H 2.7781 2.3866 0.2171 -1.2 0.4 -1.1
H -1.3895 0.4844 -2.2701 0.4 -1.9 1.3
H -3.4374 1.6895 -1.3982 0.0 0.2 -0.8
H 2.5659 0.3510 -1.5236 -1.0 -0.8 -1.3
H 3.3187 0.4209 -0.2565 -0.2 -0.6 1.5